{"formula": "C5H8O", "method": "ωB97M-V/def2-TZVPD", "homo_energy_ha": -0.314, "orbital_gap_ev": 9.47, "lumo_energy_ev": 0.9, "elements": ["O", "C", "C", "C", "C", "C", "H", "H", "H", "H", "H", "H", "H", "H"], "coordinates": [[-0.9158, 1.8311, -0.2723], [-0.7805, 0.6657, 0.4852], [-1.0991, -0.6486, -0.2616], [0.3878, -1.0247, -0.2786], [1.2513, -0.2151, -1.0649], [0.6992, 0.2715, 0.6882], [-0.3457, 1.7021, -1.0508], [-1.3310, 0.8132, 1.4156], [-1.5446, -0.5100, -1.2503], [-1.7221, -1.3336, 0.3201], [0.6829, -1.9934, 0.1329], [1.3621, 1.0696, 0.3370], [2.2836, -0.5467, -0.8504], [1.0720, -0.0811, 1.6500]], "forces_ev_per_a": [[0.080, 0.105, -0.220], [-0.103, -0.123, 0.204], [-0.119, -0.038, -0.044], [0.099, -0.135, -0.215], [-0.018, -0.234, 0.036], [-0.006, 0.159, 0.281], [-0.105, 0.055, 0.048], [0.050, -0.004, -0.091], [0.090, 0.013, 0.136], [0.131, 0.077, -0.028], [0.071, 0.180, 0.064], [0.126, -0.011, 0.087], [-0.099, 0.047, -0.175], [-0.197, -0.091, -0.081]]}